Molecular formula: C3H13N3
Method: DFT, ωB97M-V/def2-TZVPD

Results
- E_tot: -286.34425 Eh
- Relative energy (zero: lowest compared OMol25 entry of this formula, charge and spin): 0.200 eV
- F_max: 0.92 eV/Å
- SMILES: CCN.NCN

Geometry as ORCA input:
```
! wB97M-V def2-TZVPD RIJCOSX def2/J DEFGRID3
* xyz 0 1
C -0.927 0.999 -1.974
C 0.554 1.208 -1.709
N 1.350 -0.007 -1.836
H -1.092 0.776 -3.029
H -1.470 1.916 -1.743
H -1.332 0.219 -1.336
H 0.700 1.618 -0.702
H 0.892 1.991 -2.402
H 2.082 0.075 -2.527
H 0.794 -0.800 -2.137
N 0.730 -0.875 2.982
C 0.119 -0.577 1.721
N -1.243 -1.108 1.479
H 1.053 -1.822 3.081
H 0.215 -0.545 3.781
H 0.772 -0.949 0.927
H 0.024 0.496 1.573
H -1.913 -0.557 2.018
H -1.308 -2.057 1.835
*
```

=====

Molecular formula: C3H13N4O
Method: DFT, ωB97M-V/def2-TZVPD

Results
- E_tot: -416.16999 Eh
- Relative energy (zero: lowest compared OMol25 entry of this formula, charge and spin): 0.144 eV
- F_max: 2.93 eV/Å

Geometry as ORCA input:
```
! wB97M-V def2-TZVPD RIJCOSX def2/J DEFGRID3
* xyz 1 1
N -0.337 -0.704 1.479
C -0.058 -1.573 0.294
C 1.432 -1.569 0.018
N 1.686 -2.608 -1.040
H 0.185 -0.976 2.337
H -0.070 0.301 1.231
H -1.289 -0.705 1.803
H -0.406 -2.630 0.572
H -0.660 -1.218 -0.559
H 1.633 -0.578 -0.455
H 1.970 -1.714 0.985
H 2.673 -2.599 -1.256
H 1.618 -3.569 -0.685
N -1.405 3.540 -0.126
C -0.738 2.367 -0.260
N -1.019 1.677 -1.408
O 0.081 1.940 0.618
H -1.014 4.043 0.698
H -1.689 4.023 -0.938
H -1.934 1.788 -1.795
H -0.658 0.762 -1.514
*
```

=====

Molecular formula: C3H13NO2
Method: DFT, ωB97M-V/def2-TZVPD

Results
- E_tot: -327.26689 Eh
- Relative energy (zero: lowest compared OMol25 entry of this formula, charge and spin): 2.040 eV
- F_max: 5.51 eV/Å
- SMILES: CCCN.O.O

Geometry as ORCA input:
```
! wB97M-V def2-TZVPD RIJCOSX def2/J DEFGRID3
* xyz 0 1
C 1.733 1.099 -1.110
C 0.702 0.964 0.018
C -0.755 1.008 -0.450
N -1.597 0.776 0.778
H 2.552 1.605 -0.767
H 1.188 1.740 -1.809
H 1.896 0.171 -1.715
H 0.783 -0.091 0.292
H 0.950 1.569 0.943
H -0.902 0.165 -1.129
H -0.839 1.768 -1.127
H -2.485 0.261 0.546
H -1.895 1.560 1.256
O -0.514 -1.922 1.696
H 0.244 -1.242 1.673
H -1.070 -1.319 2.037
O -0.015 -2.850 -0.745
H -0.594 -3.130 0.051
H 0.617 -2.131 -0.437
*
```

=====

Molecular formula: C3H13NO2
Method: DFT, ωB97M-V/def2-TZVPD

Results
- E_tot: -327.30857 Eh
- Relative energy (zero: lowest compared OMol25 entry of this formula, charge and spin): 0.906 eV
- F_max: 1.13 eV/Å
- SMILES: CN(C)C.O.O

Geometry as ORCA input:
```
! wB97M-V def2-TZVPD RIJCOSX def2/J DEFGRID3
* xyz 0 1
C 1.368 -0.204 -0.918
N 0.137 -0.602 -0.226
C 0.389 -1.544 0.850
C -0.996 -0.949 -1.060
H 1.986 0.238 -0.138
H 1.918 -1.020 -1.399
H 1.096 0.579 -1.618
H -0.407 -1.566 1.598
H 1.327 -1.240 1.310
H 0.493 -2.574 0.467
H -1.912 -0.816 -0.489
H -0.954 -0.260 -1.909
H -0.926 -1.965 -1.487
O 0.099 2.918 -0.237
H -0.479 2.793 0.539
H -0.483 3.064 -1.000
O -1.123 1.377 1.919
H -0.735 0.947 1.156
H -0.799 0.824 2.644
*
```

=====

Molecular formula: C3H13NO2
Method: DFT, ωB97M-V/def2-TZVPD

Results
- E_tot: -327.31845 Eh
- Relative energy (zero: lowest compared OMol25 entry of this formula, charge and spin): 0.637 eV
- F_max: 2.16 eV/Å
- SMILES: CC(C)N.O.O

Geometry as ORCA input:
```
! wB97M-V def2-TZVPD RIJCOSX def2/J DEFGRID3
* xyz 0 1
C -0.664 -0.065 2.059
C 0.588 0.240 1.243
C 1.031 -1.053 0.572
N 0.313 1.267 0.208
H -0.592 -1.010 2.593
H -0.877 0.755 2.751
H -1.579 -0.175 1.474
H 1.384 0.705 1.815
H 1.847 -0.812 -0.122
H 1.213 -1.857 1.277
H 0.260 -1.471 -0.089
H 0.108 2.144 0.640
H -0.309 1.029 -0.555
O -1.957 0.544 -1.988
H -1.413 -0.102 -2.476
H -1.438 1.343 -2.070
O 0.542 -0.291 -2.751
H 1.057 0.052 -1.997
H 0.487 -1.244 -2.586
*
```

=====

Molecular formula: C3H13NO2S
Method: DFT, ωB97M-V/def2-TZVPD

Results
- E_tot: -725.47532 Eh
- Relative energy (zero: lowest compared OMol25 entry of this formula, charge and spin): 0.427 eV
- F_max: 1.30 eV/Å
- <S²>: 0.7508

Geometry as ORCA input:
```
! wB97M-V def2-TZVPD RIJCOSX def2/J DEFGRID3
* xyz -1 2
C -1.870 -1.207 0.654
C -0.374 -1.206 0.366
C 0.002 -0.710 -1.015
S 1.735 -0.146 -1.160
N 0.253 -2.495 0.688
H -2.257 -0.189 0.735
H -2.084 -1.726 1.591
H -2.492 -1.679 -0.116
H 0.026 -0.438 1.014
H -0.188 -1.444 -1.800
H -0.551 0.210 -1.227
H 2.165 -1.078 -0.226
H 0.505 -2.554 1.670
H -0.313 -3.262 0.393
H -1.145 2.704 0.624
H -2.538 3.114 0.634
O -2.027 2.305 0.519
H 1.584 2.958 0.192
H 0.570 1.854 0.209
O 0.837 2.634 0.739
*
```